Computed, not measured: a structure of composition C10H12CuF6N4O7S4, with the ωB97M-V functional and the def2-TZVPD basis.

Properties
energy relative to the best compared isomer or geometry (same formula, charge and spin) = 38.77 kcal/mol
gap between HOMO and LUMO = 8.31 eV
net charge = -1
E_HOMO = -6.792 eV
largest force on an atom = 3.6 eV/Å

Last column: natural (NBO) charge in e.
CARTESIAN COORDINATES (ANGSTROEM)
Cu1 0.60 0.67 3.26  0.75
F1 -4.73 2.54 -0.55  -0.34
C1 -4.91 1.80 -1.70  0.69
F2 -5.19 2.59 -2.75  -0.32
F3 -3.80 1.17 -1.91  -0.31
S1 -6.30 0.67 -1.46  2.27
O1 -5.83 -0.14 -0.38  -0.93
O2 -7.41 1.50 -1.23  -0.95
N1 -6.38 0.13 -2.97  -1.25
S2 -6.34 -1.39 -3.38  2.32
O3 -6.10 -1.52 -4.74  -0.95
O4 -5.66 -2.23 -2.47  -0.93
C2 -8.11 -1.66 -3.39  0.67
F4 -8.74 -1.80 -2.24  -0.31
F5 -8.24 -2.82 -4.07  -0.34
F6 -8.70 -0.66 -4.10  -0.32
N2 1.02 1.05 -1.38  -0.62
N3 1.53 -0.03 -0.61  -0.41
C3 1.20 -0.43 0.59  0.32
N4 2.06 -1.32 1.19  -0.80
S3 -0.26 -0.09 1.35  -0.30
H1 0.04 0.82 -1.70  0.38
H2 0.93 1.84 -0.76  0.38
H3 2.41 -0.43 -0.98  0.39
H4 3.01 -1.37 0.81  0.40
H5 1.75 -1.89 1.92  0.42
C4 6.08 -2.00 0.73  -0.63
C5 5.42 -0.83 1.34  -0.04
C6 5.18 0.27 0.57  -0.24
C7 4.28 1.22 1.13  -0.19
C8 3.73 1.06 2.36  -0.32
C9 4.18 0.02 3.17  -0.18
C10 5.02 -0.95 2.65  -0.23
S4 2.86 2.39 2.97  2.39
O5 1.95 1.88 4.04  -1.08
O6 3.94 3.22 3.54  -0.95
O7 2.07 2.83 1.81  -0.99
H6 5.28 -2.72 0.42  0.21
H7 6.83 -2.35 1.42  0.22
H8 6.65 -1.70 -0.12  0.21
H9 5.60 0.40 -0.38  0.22
H10 3.97 2.10 0.59  0.24
H11 3.82 -0.03 4.19  0.23
H12 5.30 -1.83 3.21  0.21